Entry 1:
{
  "formula": "C37H46BiCl2N4O4Si2",
  "method": "ωB97M-V/def2-TZVPD",
  "species": ["Bi", "C", "C", "C", "C", "C", "C", "C", "N", "C", "N", "C", "C", "C", "C", "C", "C", "C", "N", "C", "C", "C", "C", "C", "C", "C", "H", "H", "H", "H", "H", "H", "H", "H", "H", "H", "H", "H", "H", "H", "H", "H", "H", "H", "H", "H", "H", "H", "O", "C", "O", "C", "C", "C", "C", "C", "N", "H", "H", "H", "H", "C", "Si", "C", "C", "C", "Si", "C", "C", "C", "H", "H", "H", "H", "H", "H", "H", "H", "H", "H", "H", "H", "H", "H", "H", "H", "H", "H", "H", "Cl", "C", "Cl", "C", "O", "O", "H"],
  "coordinates": [[0.25209, -1.03653, 0.04235], [0.56253, 6.01315, 1.88844], [0.03651, 5.10072, 2.95922], [-0.31277, 5.58300, 4.21405], [-0.79434, 4.74091, 5.20593], [-0.96192, 3.39091, 4.93593], [-0.64004, 2.88639, 3.68602], [-0.11564, 3.73193, 2.71151], [0.21666, 3.24012, 1.43120], [0.77115, 2.01572, 1.13408], [1.49433, 1.47730, 2.14743], [2.27525, 0.30203, 2.20691], [2.09259, -0.79110, 1.36304], [2.95347, -1.87918, 1.50944], [3.94135, -1.89944, 2.47865], [4.07027, -0.81998, 3.33875], [3.25294, 0.29186, 3.21924], [3.42060, 1.45458, 4.16205], [0.65417, 1.46919, -0.03448], [-0.16283, 2.14030, -0.99076], [-1.55092, 2.09860, -0.86471], [-2.35594, 2.68052, -1.82802], [-1.77589, 3.30675, -2.92259], [-0.39659, 3.36064, -3.03277], [0.43555, 2.79529, -2.06924], [1.92937, 2.92203, -2.17663], [0.70035, 7.02140, 2.27649], [-0.12173, 6.07850, 1.03821], [1.51838, 5.65543, 1.50106], [-0.19636, 6.64170, 4.41550], [-1.05144, 5.14120, 6.17782], [-1.37162, 2.72661, 5.68505], [-0.83485, 1.84870, 3.44259], [-0.14934, 3.73579, 0.63320], [1.60849, 2.09675, 2.93085], [2.87206, -2.71606, 0.82869], [4.60257, -2.75179, 2.56310], [4.82576, -0.83002, 4.11637], [4.20294, 1.23941, 4.88809], [2.50718, 1.66734, 4.72666], [3.70294, 2.37150, 3.63649], [-1.97817, 1.57048, -0.01980], [-3.43251, 2.61574, -1.74011], [-2.39719, 3.73626, -3.69736], [0.05602, 3.84187, -3.89250], [2.23624, 2.98449, -3.22054], [2.43763, 2.07876, -1.71467], [2.27733, 3.82701, -1.66919], [-2.56164, -0.24847, 3.32243], [-1.73830, -0.69814, 2.54017], [-1.03944, -0.03084, 1.69776], [-1.44834, -2.19564, 2.57365], [-2.15315, -3.02816, 3.42667], [-1.80636, -4.36740, 3.47338], [-0.75686, -4.82211, 2.68692], [-0.10987, -3.92714, 1.85377], [-0.46474, -2.64451, 1.79106], [-2.94249, -2.59740, 4.02417], [-2.34405, -5.05033, 4.11926], [-0.43921, -5.85524, 2.70044], [0.69460, -4.23792, 1.20558], [0.26955, -2.80281, -4.68062], [0.19624, -1.06737, -3.93582], [0.21592, 0.12458, -5.42275], [1.89796, -0.77826, -3.13989], [-1.14764, -0.80895, -2.78609], [-2.69269, -1.64676, -2.47812], [-4.23280, -0.56947, -2.76971], [-2.96117, -3.21254, -3.50356], [-2.93359, -2.22176, -0.67014], [1.17165, -2.91859, -5.28678], [-0.59454, -3.01146, -5.31385], [0.29701, -3.56062, -3.89461], [0.98699, -0.11999, -6.15864], [0.39103, 1.14869, -5.07758], [-0.75722, 0.11192, -5.91983], [2.71274, -0.79575, -3.86931], [2.12616, -1.53527, -2.38511], [1.92293, 0.19950, -2.65088], [-1.11964, 0.19529, -2.34749], [-4.22113, -0.17132, -3.78715], [-4.23269, 0.28279, -2.08399], [-5.16665, -1.11844, -2.61996], [-2.99027, -2.97929, -4.57008], [-3.90712, -3.68969, -3.23512], [-2.15905, -3.93577, -3.34643], [-2.91673, -1.36001, 0.00760], [-2.12928, -2.90812, -0.38608], [-3.88286, -2.73933, -0.50691], [1.65368, -6.43186, -0.30028], [1.44497, -5.29590, -1.67594], [2.35049, -5.85518, -3.08243], [1.88386, -3.88559, -1.20165], [3.06425, -3.59190, -1.18813], [0.87330, -3.19396, -0.84494], [0.38956, -5.31034, -1.92400]],
  "atomic_forces_ev_per_a": [[-0.1157, 0.0239, -0.4845], [0.0185, 0.0354, -0.0099], [0.0692, -0.0565, 0.0113], [-0.0173, 0.0319, 0.0247], [0.0144, -0.0100, -0.0280], [0.0033, 0.0081, 0.0065], [-0.0613, -0.0090, -0.0028], [-0.0738, 0.0213, 0.0616], [0.1142, 0.0404, -0.1413], [0.0028, -0.0058, 0.0639], [0.0437, 0.0504, -0.0139], [0.0190, 0.0524, 0.0071], [0.0208, -0.0866, 0.0450], [0.0068, 0.0089, -0.0353], [0.0029, 0.0333, 0.0076], [0.0055, -0.0211, 0.0073], [0.0014, 0.0052, -0.0472], [0.0199, 0.0290, -0.0028], [0.0452, -0.0409, 0.0093], [0.0872, 0.0776, 0.0751], [-0.0090, 0.0230, -0.0213], [-0.0040, 0.0273, 0.0013], [-0.0140, -0.0103, 0.0247], [0.0005, -0.0053, -0.0088], [-0.0501, 0.0219, 0.0084], [0.0335, -0.0015, 0.0014], [0.0052, 0.0009, 0.0015], [-0.0111, -0.0030, -0.0031], [0.0028, -0.0106, -0.0057], [0.0018, 0.0043, 0.0041], [-0.0043, 0.0037, 0.0086], [-0.0096, -0.0124, 0.0012], [0.0084, -0.0102, -0.0007], [-0.0958, -0.0583, -0.0050], [-0.0529, -0.0279, 0.0250], [-0.0002, -0.0087, 0.0166], [0.0118, -0.0200, 0.0113], [0.0112, 0.0004, 0.0068], [0.0048, -0.0021, 0.0033], [-0.0099, -0.0061, 0.0156], [-0.0074, 0.0098, -0.0169], [-0.0074, 0.0079, 0.0263], [0.0012, 0.0073, -0.0021], [-0.0094, 0.0024, -0.0112], [-0.0008, 0.0044, -0.0048], [0.0029, 0.0063, -0.0085], [-0.0022, -0.0214, 0.0094], [-0.0002, 0.0068, -0.0061], [-0.0060, 0.0489, 0.0199], [0.0813, -0.1455, 0.0076], [-0.1287, 0.0180, 0.1011], [0.0670, 0.0902, 0.0489], [0.0787, -0.0384, -0.0495], [0.0142, -0.0201, -0.0167], [-0.0140, 0.0229, 0.0284], [-0.1072, -0.0245, 0.0278], [-0.1082, -0.0055, 0.1512], [-0.0098, -0.0035, 0.0113], [0.0125, -0.0016, 0.0022], [-0.0151, -0.0101, 0.0064], [-0.0018, -0.0001, -0.0170], [-0.0207, 0.0246, 0.0440], [0.0767, -0.0090, -0.0987], [-0.0573, 0.0002, 0.0470], [-0.0480, -0.0057, 0.0375], [0.1942, 0.1152, 0.3340], [-0.1297, -0.0740, -0.0173], [0.0578, 0.0190, -0.0206], [0.0422, 0.0383, -0.0180], [0.0630, 0.0547, -0.0559], [0.0196, -0.0055, -0.0100], [-0.0237, -0.0068, -0.0185], [-0.0011, -0.0225, 0.0121], [0.0497, -0.0190, -0.0132], [-0.0161, 0.0173, 0.0101], [-0.0051, 0.0006, -0.0378], [0.0254, 0.0022, -0.0169], [0.0610, -0.0214, -0.0176], [-0.0208, 0.0684, 0.0144], [-0.1166, -0.0335, -0.2492], [-0.0205, 0.0096, -0.0182], [-0.0009, 0.0108, 0.0068], [-0.0259, -0.0328, 0.0203], [-0.0034, -0.0076, -0.0281], [-0.0308, -0.0079, 0.0189], [0.0306, -0.0294, 0.0077], [0.0196, -0.0174, 0.0457], [-0.0098, -0.0393, 0.0327], [-0.0394, -0.0005, -0.0401], [-0.0112, 0.0109, -0.0048], [-0.0510, -0.0277, -0.0269], [0.0301, -0.0143, 0.0232], [-0.0647, -0.0214, -0.1546], [0.0581, -0.0403, -0.0224], [0.0588, -0.0082, 0.2821], [0.0441, 0.0254, -0.0144]],
  "mulliken_charge": [1.89, -1.41, 0.62, -0.74, -0.67, -0.98, 0.09, -0.17, 0.42, -0.17, 0.27, 0.10, 0.26, -0.16, -1.52, -0.75, 1.11, -1.68, -0.12, -1.34, 0.60, -0.63, -0.89, -0.63, 1.41, -2.03, 0.40, 0.33, 0.28, 0.35, 0.39, 0.49, 0.64, 0.37, 0.09, 0.29, 0.46, 0.31, 0.37, 0.34, 0.35, 0.36, 0.45, 0.38, 0.44, 0.44, 0.34, 0.30, -0.79, 0.08, -0.14, 0.50, -0.99, -0.37, -0.78, -0.12, 0.69, 0.54, 0.42, 0.47, -0.07, -0.79, 0.13, -1.11, -0.12, 0.78, 0.26, -1.17, -1.08, -0.60, 0.28, 0.33, -0.08, 0.31, 0.16, 0.26, 0.46, -0.29, -0.13, -0.14, 0.27, 0.22, 0.33, 0.26, 0.30, 0.26, 0.05, 0.01, 0.55, -0.22, 0.39, -0.19, 0.10, -0.70, -0.68, 0.11],
  "orbital_gap_ha": 0.1970,
  "charge": -1,
  "homo_ev": -3.177,
  "lumo_ev": 2.2,
  "molar_mass_g_mol": 946.86,
  "largest_force_ev_per_a": 0.50
}



Entry 2:
{
  "formula": "C2H3FGdO2",
  "method": "ωB97M-V/def2-TZVPD",
  "species": ["F", "H", "O", "C", "C", "O", "Gd", "H", "H"],
  "coordinates": [[0.40309, -1.85437, 1.58009], [0.03237, -2.14046, 0.58625], [-0.06982, -0.82976, -0.68028], [0.55379, -0.03693, 0.08994], [-0.18887, 1.30106, 0.24935], [-0.96264, 1.58936, -0.64346], [-1.42744, 0.11082, -2.61050], [1.62112, -0.11365, 0.34008], [0.03839, 1.97393, 1.08852]],
  "atomic_forces_ev_per_a": [[-1.7987, -0.4445, -5.1302], [1.8249, 0.2176, 5.4017], [1.6075, 1.9963, 0.4233], [-1.2602, -2.6776, -2.3162], [-0.8705, 1.1511, -0.3788], [0.3653, -0.0753, 0.1745], [0.1680, 0.0301, 1.0219], [0.0448, -0.3564, 0.4989], [-0.0811, 0.1587, 0.3048]],
  "mulliken_charge": [-0.36, 0.44, -0.49, 0.40, 0.32, -0.31, 2.11, 0.42, 0.46],
  "orbital_gap_ha": [0.1929, 0.3247],
  "multiplicity": 8,
  "charge": 3,
  "homo_ev": [-25.295, -25.350],
  "lumo_ev": [-20.0, -16.5],
  "molar_mass_g_mol": 235.29,
  "largest_force_ev_per_a": 5.71
}